# 1
14
Properties=species:S:1:pos:R:3:lowdin_charge:R:1 method="wB97M-V/def2-TZVPD" de_lowest_kcal_mol=37.58 e_homo_ev=-15.54 orbital_gap_ev=11.342 multiplicity=1 charge=+1 lumo_energy_ev=-4.194
C -0.572 -0.440 -0.383 -0.312
C 0.656 -0.031 -1.078 0.031
C 0.004 -0.918 0.811 0.005
C 1.060 0.200 0.395 -0.217
N -1.689 0.127 -0.537 0.295
O 0.614 1.580 0.520 -0.002
H 0.500 0.897 -1.483 0.115
H 0.989 -0.853 -1.582 0.122
H -0.588 -1.070 1.686 0.126
H 0.436 -1.971 0.634 0.188
H 2.055 -0.070 0.784 0.173
H -2.014 0.513 -1.392 0.152
H -2.405 0.179 0.238 0.199
H 0.954 1.857 1.388 0.125

***

# 2
5
Properties=species:S:1:pos:R:3:lowdin_charge:R:1 method="wB97M-V/def2-TZVPD" e_homo_ev="-7.68 / -10.98" orbital_gap_ev="6.966 / 10.542" multiplicity=2 s2=0.77 lumo_energy_ev="-0.717 / -0.442"
O 2.193 0.955 0.085 0.162
C 1.093 0.568 -0.003 -0.198
C -1.263 -0.345 0.067 0.130
C -0.077 0.013 -0.202 -0.129
H -1.947 -1.190 0.054 0.035

***

# 3
130
Properties=species:S:1:pos:R:3:lowdin_charge:R:1 method="wB97M-V/def2-TZVPD" e_homo_ev=-3.00 orbital_gap_ev=4.963 multiplicity=1 charge=-1 lumo_energy_ev=1.962
Na 0.467 -0.433 0.481 0.009
C -4.787 -2.900 1.261 -0.091
C -3.333 -2.576 1.592 -0.691
C -3.278 -1.165 2.200 -0.102
C -2.831 -3.540 2.673 -0.099
P -2.086 -2.536 0.189 1.160
C -2.990 -1.516 -1.088 -0.310
N -2.783 -0.095 -0.943 -0.050
B -1.615 0.589 -0.306 -0.348
N -2.036 1.998 -0.529 -0.052
C -1.292 3.187 -0.211 -0.323
P 0.271 2.871 0.748 1.148
C 1.170 4.474 0.297 -0.690
C 0.385 5.790 0.306 -0.095
C 1.662 4.266 -1.149 -0.122
C 2.399 4.622 1.197 -0.105
C -0.295 3.011 2.536 -0.688
C -1.519 2.111 2.729 -0.100
C 0.830 2.450 3.416 -0.100
C -0.669 4.415 3.012 -0.100
C -3.200 2.100 -1.247 -0.203
C -3.884 3.204 -1.718 -0.038
C -5.053 3.000 -2.464 -0.135
C -5.512 1.720 -2.722 -0.134
C -4.821 0.597 -2.248 -0.034
C -3.668 0.791 -1.511 -0.196
C -2.071 -4.182 -0.728 -0.702
C -1.115 -3.961 -1.911 -0.126
C -3.401 -4.720 -1.262 -0.092
C -1.427 -5.242 0.171 -0.106
H -5.382 -2.835 2.177 0.082
H -4.918 -3.904 0.856 0.057
H -5.215 -2.186 0.557 0.070
H -3.916 -1.152 3.090 0.085
H -3.632 -0.400 1.509 0.077
H -2.264 -0.900 2.491 0.053
H -3.350 -3.325 3.611 0.082
H -1.761 -3.427 2.855 0.072
H -3.027 -4.582 2.424 0.060
H -4.066 -1.731 -1.050 0.067
H -2.655 -1.860 -2.074 0.075
H -1.923 3.904 0.337 0.090
H -0.988 3.700 -1.135 0.081
H -0.549 5.713 -0.250 0.069
H 0.980 6.572 -0.177 0.081
H 0.149 6.139 1.310 0.056
H 0.866 4.457 -1.870 0.061
H 2.030 3.258 -1.346 0.053
H 2.468 4.973 -1.363 0.081
H 2.130 4.881 2.220 0.060
H 3.036 5.424 0.811 0.082
H 2.994 3.708 1.237 0.063
H -1.332 1.094 2.401 0.035
H -2.391 2.480 2.188 0.083
H -1.757 2.100 3.798 0.088
H 1.046 1.412 3.164 0.058
H 0.516 2.491 4.464 0.083
H 1.755 3.019 3.324 0.060
H -1.433 4.874 2.383 0.073
H 0.188 5.087 3.058 0.057
H -1.081 4.342 4.023 0.082
H -3.520 4.205 -1.518 0.094
H -5.598 3.854 -2.843 0.083
H -6.414 1.580 -3.304 0.084
H -5.178 -0.402 -2.468 0.093
H -1.589 -3.410 -2.723 0.053
H -0.815 -4.935 -2.309 0.081
H -0.214 -3.416 -1.621 0.063
H -3.984 -3.950 -1.771 0.072
H -4.018 -5.137 -0.466 0.060
H -3.218 -5.522 -1.984 0.080
H -0.533 -4.869 0.677 0.074
H -1.134 -6.104 -0.436 0.079
H -2.113 -5.599 0.935 0.057
O 1.616 -2.194 0.171 -0.048
C 2.037 -2.922 1.059 -0.198
C 1.748 -2.861 2.489 -0.116
C 2.424 -3.803 3.261 0.016
C 2.273 -3.831 4.627 -0.180
C 1.432 -2.913 5.280 -0.017
C 0.755 -1.982 4.558 0.001
C 0.859 -1.881 3.111 -0.375
O 0.228 -1.020 2.473 -0.074
N 2.996 -4.823 5.409 -0.366
O 3.793 -5.552 4.828 0.028
O 2.876 -4.784 6.631 0.027
H 2.737 -3.744 0.794 0.125
H 3.083 -4.521 2.790 0.119
H 1.337 -2.969 6.355 0.111
H 0.103 -1.265 5.040 0.111
C 0.055 -1.555 -6.168 -0.075
C -0.018 -1.598 -4.660 -0.320
O 0.977 -0.708 -4.144 -0.322
P 0.749 -0.214 -2.582 0.919
O 0.141 1.259 -2.795 -0.316
C 0.438 2.108 -3.911 -0.270
C -0.814 2.256 -4.746 -0.054
O 2.321 0.247 -2.299 -0.326
C 3.292 -0.811 -2.324 -0.309
C 4.203 -0.640 -3.518 -0.070
H -0.627 -2.284 -6.608 0.076
H 1.065 -1.786 -6.505 0.075
H -0.207 -0.566 -6.545 0.067
H 0.165 -2.608 -4.283 0.103
H -1.012 -1.301 -4.306 0.106
H 1.274 1.703 -4.483 0.109
H 0.749 3.070 -3.495 0.093
H -1.100 1.302 -5.190 0.063
H -0.658 2.978 -5.551 0.076
H -1.642 2.598 -4.125 0.076
H 2.784 -1.779 -2.345 0.101
H 3.836 -0.763 -1.379 0.105
H 3.632 -0.710 -4.442 0.067
H 4.976 -1.410 -3.521 0.076
H 4.697 0.333 -3.492 0.063
C 5.157 2.447 -0.810 -0.011
C 4.684 1.540 0.273 -0.324
C 5.324 0.951 1.344 0.007
C 4.319 0.215 2.013 -0.341
N 3.152 0.349 1.402 0.126
N 3.398 1.164 0.360 0.024
C 4.435 -0.626 3.241 -0.026
H 6.220 2.650 -0.687 0.079
H 4.625 3.399 -0.792 0.064
H 5.006 2.006 -1.798 0.066
H 6.361 1.047 1.607 0.099
H 2.643 1.384 -0.273 0.096
H 5.154 -0.191 3.938 0.075
H 4.762 -1.642 3.016 0.077
H 3.472 -0.698 3.745 0.069

***

# 4
9
Properties=species:S:1:pos:R:3:lowdin_charge:R:1 method="wB97M-V/def2-TZVPD" de_lowest_kcal_mol=87.10 e_homo_ev="-9.90 / -8.47" orbital_gap_ev="8.242 / 6.078" multiplicity=1 lumo_energy_ev="-1.660 / -2.393"
N 1.461 1.281 -0.378 -0.228
O 0.498 0.148 1.636 -0.320
P 0.573 0.068 0.033 0.347
S 1.247 -1.942 -0.281 0.424
S -3.029 -0.484 0.083 0.271
H 1.687 1.380 -1.352 -0.027
H 0.766 1.017 1.947 0.059
H 0.266 -2.412 0.483 -0.202
H -3.093 -0.190 -1.213 -0.323

***

# 5
19
Properties=species:S:1:pos:R:3:lowdin_charge:R:1 method="wB97M-V/def2-TZVPD" de_lowest_kcal_mol=67.59 e_homo_ev=-13.51 orbital_gap_ev=8.933 smiles="C=C=C1CC(=[NH2+])[C@@]1(C)O" multiplicity=1 charge=+1 lumo_energy_ev=-4.579
C -1.745 2.677 0.918 0.119
C -1.041 1.645 0.474 0.014
C -0.153 0.826 0.080 -0.129
C 1.445 0.770 -0.082 0.033
C 1.277 -0.662 0.082 -0.172
N 1.992 -1.563 0.675 0.293
C -0.216 -0.691 -0.154 -0.468
C -0.684 -1.128 -1.579 0.043
O -0.877 -1.383 0.883 0.030
H -2.284 3.381 0.382 0.061
H -1.785 2.768 1.919 0.040
H 1.692 1.126 -1.082 0.146
H 2.162 1.140 0.724 0.164
H 2.919 -1.370 1.119 0.188
H 1.497 -2.480 0.760 0.183
H -1.375 -0.348 -1.805 0.082
H -1.104 -2.139 -1.498 0.098
H 0.108 -1.276 -2.388 0.124
H -1.828 -1.294 0.573 0.153

***

# 6
138
Properties=species:S:1:pos:R:3:lowdin_charge:R:1 method="wB97M-V/def2-TZVPD" de_lowest_kcal_mol=20.90 e_homo_ev=-8.11 orbital_gap_ev=8.537 smiles=CC1(C)CCCC(C)(C)N1O.CC1(C)CCCC(C)(C)N1O.CC1(C)CCCC(C)(C)N1O.COCCOC.COCCOC.COCCOC multiplicity=1 lumo_energy_ev=0.423
C 2.469 4.604 -1.449 -0.007
C 1.009 4.489 -2.020 -0.514
C 1.043 3.521 -3.205 -0.037
C 0.098 3.742 -1.013 -0.141
C -0.281 4.565 0.236 -0.169
C -0.969 5.832 -0.294 -0.151
C -0.159 6.611 -1.344 -0.485
C -1.240 7.458 -2.021 -0.052
C 0.911 7.506 -0.606 -0.007
N 0.443 5.753 -2.362 -0.128
O 1.110 6.497 -3.336 -0.003
H 2.416 5.098 -0.478 0.065
H 2.822 3.585 -1.293 0.073
H 3.106 5.175 -2.121 0.083
H 0.061 3.177 -3.515 0.085
H 1.555 4.094 -3.987 0.082
H 1.715 2.684 -3.015 0.076
H -0.753 3.153 -1.359 0.118
H 0.763 2.934 -0.677 0.098
H -1.030 4.031 0.819 0.102
H 0.651 4.780 0.761 0.099
H -1.127 6.459 0.585 0.123
H -1.900 5.450 -0.716 0.117
H -1.751 8.055 -1.264 0.086
H -2.034 6.847 -2.459 0.081
H -0.910 8.072 -2.861 0.078
H 0.653 8.561 -0.519 0.077
H 1.787 7.493 -1.257 0.070
H 1.189 7.073 0.353 0.070
H 0.544 6.489 -4.116 0.110
C -8.842 4.009 4.280 -0.024
C -7.700 2.977 4.224 -0.494
C -7.272 2.517 5.640 -0.027
C -8.317 1.765 3.477 -0.139
C -7.307 0.779 2.825 -0.172
C -6.392 1.600 1.936 -0.156
C -5.587 2.672 2.692 -0.523
C -4.495 1.976 3.523 -0.012
C -5.026 3.568 1.594 -0.041
N -6.518 3.455 3.517 -0.126
O -5.919 4.542 4.172 0.000
H -8.738 4.523 5.238 0.072
H -8.850 4.702 3.442 0.089
H -9.827 3.543 4.329 0.079
H -7.887 1.669 5.963 0.083
H -6.294 2.033 5.659 0.070
H -7.388 3.281 6.407 0.078
H -9.064 1.265 4.088 0.115
H -8.815 2.116 2.568 0.115
H -6.788 0.175 3.571 0.104
H -7.911 0.135 2.184 0.110
H -6.981 2.111 1.169 0.123
H -5.688 0.971 1.386 0.119
H -3.709 1.492 2.944 0.072
H -5.061 1.276 4.130 0.064
H -3.967 2.759 4.076 0.083
H -4.336 4.268 2.076 0.079
H -5.751 4.247 1.138 0.089
H -4.613 2.989 0.769 0.081
H -5.463 4.148 4.937 0.091
C -1.666 -2.792 -6.893 -0.047
C -1.229 -3.034 -5.453 -0.497
C -2.505 -3.333 -4.596 -0.008
C -0.241 -4.228 -5.548 -0.124
C 0.562 -4.426 -4.251 -0.167
C 1.285 -3.119 -3.930 -0.147
C 0.324 -1.940 -3.716 -0.508
C -0.391 -2.069 -2.350 -0.023
C 1.217 -0.719 -3.557 -0.038
N -0.504 -1.865 -4.908 -0.101
O -1.165 -0.626 -5.104 -0.005
H -1.848 -3.708 -7.453 0.087
H -0.869 -2.310 -7.464 0.093
H -2.526 -2.120 -6.881 0.082
H -2.936 -2.347 -4.389 0.071
H -2.283 -3.633 -3.573 0.062
H -3.166 -3.993 -5.150 0.088
H -0.844 -5.132 -5.682 0.117
H 0.311 -4.143 -6.483 0.117
H 1.325 -5.204 -4.197 0.111
H -0.096 -4.599 -3.395 0.098
H 2.116 -3.021 -4.631 0.128
H 1.771 -3.290 -2.963 0.084
H 0.294 -1.882 -1.528 0.065
H -1.236 -1.376 -2.293 0.086
H -0.877 -3.041 -2.223 0.061
H 1.793 -0.716 -2.633 0.070
H 1.889 -0.643 -4.413 0.093
H 0.611 0.189 -3.485 0.075
H -2.087 -0.836 -4.883 0.074
C -1.582 -0.494 1.299 -0.086
O -0.174 -0.516 1.074 -0.202
C 0.485 0.377 1.942 -0.212
C 1.962 0.681 1.634 -0.192
O 2.744 -0.495 1.735 -0.164
C 2.659 -1.306 0.585 -0.112
H -1.977 0.526 1.295 0.073
H -1.761 -0.999 2.249 0.094
H -2.024 -0.993 0.440 0.083
H 0.414 0.135 3.008 0.130
H -0.025 1.342 1.781 0.112
H 2.305 1.331 2.444 0.127
H 2.113 1.293 0.739 0.113
H 3.599 -1.816 0.362 0.080
H 2.546 -0.693 -0.320 0.080
H 1.821 -2.002 0.624 0.077
C 5.680 -2.828 2.326 -0.082
O 6.188 -4.025 2.883 -0.229
C 7.474 -4.032 3.491 -0.172
C 8.548 -4.453 2.491 -0.203
O 8.993 -3.390 1.659 -0.201
C 9.760 -3.807 0.539 -0.103
H 5.940 -2.009 3.001 0.094
H 4.598 -2.924 2.242 0.073
H 6.037 -2.692 1.301 0.092
H 7.446 -4.838 4.222 0.120
H 7.708 -3.081 3.969 0.127
H 8.205 -5.277 1.860 0.116
H 9.460 -4.750 3.028 0.125
H 9.786 -2.991 -0.179 0.085
H 9.441 -4.754 0.104 0.085
H 10.791 -3.902 0.900 0.084
C 2.624 -4.747 -0.881 -0.130
O 3.535 -4.964 0.172 -0.192
C 2.983 -5.744 1.227 -0.177
C 4.138 -6.171 2.132 -0.216
O 4.399 -7.550 2.050 -0.170
C 5.601 -7.856 2.736 -0.105
H 1.756 -4.123 -0.651 0.077
H 2.366 -5.685 -1.380 0.094
H 3.183 -4.159 -1.612 0.082
H 2.481 -6.622 0.801 0.123
H 2.171 -5.208 1.730 0.122
H 4.008 -5.792 3.153 0.127
H 5.029 -5.652 1.767 0.103
H 5.690 -7.423 3.736 0.087
H 6.438 -7.383 2.204 0.079
H 5.729 -8.933 2.690 0.087